# 1
This record from the OMol25 dataset describes a molecular structure, C31H54Cl2O3P2Ru. The level of theory is ωB97M-V/def2-TZVPD.

Each line ends with the Mulliken charge.
Positions of all 93 atoms, in Å:
P (-0.064, 0.644, -2.187)  0.739
C (-1.716, 0.169, -2.939)  0.516
C (-2.159, 1.042, -4.131)  -0.424
C (-3.581, 0.698, -4.596)  -0.953
C (-3.790, -0.800, -4.855)  -0.702
C (-3.234, -1.691, -3.737)  -0.978
C (-1.797, -1.306, -3.343)  -0.475
C (1.273, 0.079, -3.350)  -0.526
C (1.113, 0.496, -4.815)  -0.731
C (2.405, 0.175, -5.580)  -0.880
C (2.841, -1.289, -5.421)  -0.753
C (2.838, -1.777, -3.966)  -0.771
C (1.522, -1.425, -3.259)  0.121
C (-0.037, 2.503, -2.368)  0.242
C (-1.189, 3.170, -1.602)  -0.392
C (-1.181, 4.698, -1.752)  -1.000
C (0.178, 5.313, -1.399)  -0.583
C (1.336, 4.621, -2.126)  -0.865
C (1.316, 3.092, -1.959)  -0.408
H (-2.397, 0.341, -2.084)  0.897
H (-1.467, 0.880, -4.971)  0.079
H (-2.116, 2.112, -3.892)  0.242
H (-3.807, 1.269, -5.508)  0.379
H (-4.290, 1.031, -3.825)  0.388
H (-4.862, -0.995, -4.980)  0.394
H (-3.303, -1.070, -5.804)  0.348
H (-3.877, -1.600, -2.850)  0.371
H (-3.258, -2.743, -4.052)  0.406
H (-1.436, -1.958, -2.537)  -0.214
H (-1.146, -1.476, -4.215)  0.263
H (2.169, 0.570, -2.935)  1.017
H (3.203, 0.831, -5.205)  0.380
H (0.882, 1.568, -4.911)  0.199
H (0.279, -0.059, -5.272)  0.316
H (2.268, 0.409, -6.644)  0.411
H (3.844, -1.418, -5.846)  0.433
H (2.159, -1.923, -6.005)  0.302
H (2.999, -2.864, -3.926)  0.427
H (3.662, -1.307, -3.409)  0.382
H (1.570, -1.744, -2.212)  -1.264
H (0.696, -1.979, -3.726)  0.315
H (-0.174, 2.695, -3.446)  0.953
H (-2.170, 2.779, -1.913)  0.406
H (-1.094, 2.899, -0.541)  -0.098
H (-1.436, 4.953, -2.791)  0.375
H (-1.963, 5.131, -1.117)  0.400
H (0.332, 5.237, -0.313)  0.206
H (0.176, 6.382, -1.642)  0.413
H (2.296, 5.015, -1.771)  0.410
H (1.272, 4.846, -3.200)  0.352
H (2.136, 2.655, -2.552)  0.136
H (1.526, 2.817, -0.914)  -0.376
Ru (0.596, -0.024, -0.094)  -0.452
Cl (2.921, 0.251, -0.452)  -0.548
Cl (-1.467, 0.815, 0.719)  -0.446
C (-0.207, -1.736, -0.361)  -1.598
H (-1.305, -1.796, -0.479)  0.854
C (0.443, -3.033, -0.239)  2.234
C (1.846, -3.087, -0.106)  -0.109
C (2.511, -4.307, -0.121)  -0.966
C (1.795, -5.500, -0.196)  -0.499
C (0.392, -5.459, -0.253)  -0.818
C (-0.282, -4.252, -0.283)  -0.516
H (2.393, -2.143, -0.025)  0.156
H (3.602, -4.317, -0.083)  0.403
H (-0.162, -6.395, -0.284)  0.413
H (-1.369, -4.200, -0.351)  0.411
H (2.318, -6.461, -0.211)  0.397
C (-1.814, -2.733, 3.822)  -1.232
C (-1.777, -1.603, 2.830)  0.161
O (-0.391, -1.161, 2.811)  0.031
P (0.889, -0.286, 2.375)  0.098
O (1.469, -0.203, 3.960)  -0.590
C (0.544, 0.168, 5.046)  0.077
C (-0.215, 1.456, 4.834)  -0.862
O (1.023, 1.383, 2.117)  0.060
C (2.363, 1.877, 2.551)  -0.445
C (2.580, 3.217, 1.914)  -1.081
H (-1.257, -3.601, 3.433)  0.272
H (-2.844, -3.056, 3.985)  0.402
H (-1.368, -2.422, 4.775)  0.270
H (-2.061, -1.923, 1.822)  0.080
H (-2.387, -0.749, 3.152)  0.324
H (-0.141, -0.673, 5.211)  -0.165
H (1.158, 0.234, 5.949)  0.376
H (-0.869, 1.422, 3.956)  0.155
H (-0.852, 1.675, 5.699)  0.466
H (0.490, 2.286, 4.729)  0.202
H (2.311, 1.954, 3.642)  0.423
H (3.161, 1.175, 2.243)  0.430
H (1.801, 3.923, 2.231)  0.294
H (3.542, 3.607, 2.272)  0.452
H (2.618, 3.134, 0.821)  0.061

Results
Orbital gap (alpha / beta), eV: 6.10 / 7.08
Spin multiplicity: 5
HOMO energy (alpha / beta), eV: -6.29 / -8.52

---

# 2
This record from the OMol25 dataset describes a molecular structure, C8H7N2O5Sm. The level of theory is ωB97M-V/def2-TZVPD.

Each line ends with the Mulliken charge.
Positions of all 23 atoms, in Å:
O (1.845, -6.693, 0.878)  -0.112
C (1.371, -5.663, 0.682)  0.124
Sm (0.615, -1.870, 0.302)  1.115
O (3.746, -3.718, -0.613)  -0.056
C (2.734, -3.233, -0.320)  0.171
C (1.452, -0.267, -1.422)  0.244
O (1.947, 0.500, -2.134)  -0.071
C (-1.776, -1.486, -0.377)  0.265
O (-2.894, -1.362, -0.665)  -0.126
C (0.149, -2.625, -2.145)  0.291
O (-0.138, -3.021, -3.193)  -0.104
H (-0.472, -3.396, -0.002)  0.036
C (-2.096, 3.103, 1.043)  -0.768
N (-0.717, 2.655, 0.777)  -0.005
C (0.306, 3.708, 0.612)  -0.798
C (-0.395, 1.409, 0.773)  0.486
N (-0.019, 0.292, 0.781)  -0.640
H (-2.016, 4.184, 1.150)  0.285
H (-2.488, 2.657, 1.976)  0.344
H (-2.741, 2.882, 0.176)  0.337
H (1.130, 3.577, 1.337)  0.344
H (0.672, 3.722, -0.429)  0.331
H (-0.215, 4.644, 0.811)  0.306

Results
Net charge: +2
Orbital gap (alpha / beta), eV: 7.96 / 8.14
Spin multiplicity: 6
HOMO energy (alpha / beta), eV: -16.95 / -16.92